(1)
DFT (ωB97M-V with the def2-TZVPD basis set) results for 4 unconnected molecules or ions with the total composition C20H52FNO15P3.

```
92
Properties=species:S:1:pos:R:3:mulliken_charge:R:1
N -0.143 3.392 0.473 -0.461
P 0.927 4.220 1.561 0.005
O 2.125 3.058 1.385 -0.404
C 0.199 3.633 3.170 0.190
O 0.803 4.376 4.210 -0.617
P -0.142 5.903 4.540 0.223
P 1.589 6.426 5.886 0.783
O 1.833 5.625 7.109 -0.727
O 1.506 8.007 6.271 -0.548
O 2.872 6.471 4.877 -0.523
O -1.420 5.274 3.453 -0.496
C -1.275 3.914 3.408 -0.197
F -2.111 3.399 2.405 -0.306
H 0.210 3.490 -0.474 0.204
H -1.080 3.782 0.502 0.215
H 2.972 3.473 1.567 0.265
H 0.447 2.568 3.248 0.437
H 0.542 6.467 3.421 -0.008
H -0.844 7.122 4.802 0.064
H -0.759 5.236 5.642 -0.039
H 1.935 8.114 7.130 0.306
H 2.821 5.673 4.331 0.359
H -1.583 3.442 4.351 0.241
C -5.503 1.763 2.405 -0.714
O -5.058 0.690 1.604 -0.363
C -3.694 0.783 1.217 0.278
C -2.982 -0.547 1.325 -0.426
O -2.777 -1.004 2.654 -0.379
C -3.866 -1.589 3.337 -0.348
C -4.126 -3.036 2.970 -0.530
O -4.652 -3.172 1.663 -0.359
C -4.085 -4.205 0.898 -1.134
H -5.751 2.645 1.803 0.314
H -6.401 1.434 2.928 0.263
H -4.747 2.059 3.138 0.301
H -3.176 1.533 1.817 -0.283
H -3.635 1.098 0.166 0.334
H -1.976 -0.386 0.931 0.411
H -3.477 -1.303 0.711 0.133
H -4.779 -0.999 3.241 0.169
H -3.566 -1.593 4.389 0.364
H -4.843 -3.442 3.697 0.358
H -3.193 -3.603 3.067 0.296
H -2.997 -4.249 1.025 0.024
H -4.306 -3.999 -0.149 0.355
H -4.504 -5.186 1.158 0.402
C 2.934 0.391 -0.501 -0.080
O 3.702 0.780 -1.623 -0.280
C 4.510 -0.238 -2.162 -0.421
C 4.464 -0.259 -3.676 -0.417
O 3.216 -0.651 -4.228 -0.302
C 2.133 0.265 -4.191 -0.104
C 2.239 1.418 -5.166 -0.852
O 3.243 2.340 -4.795 -0.263
C 4.020 2.836 -5.856 -0.790
H 3.516 0.426 0.425 0.317
H 2.106 1.089 -0.398 0.054
H 2.542 -0.624 -0.634 -0.118
H 4.201 -1.217 -1.778 0.220
H 5.560 -0.087 -1.869 0.390
H 5.164 -1.036 -3.997 0.399
H 4.801 0.695 -4.083 0.129
H 1.944 0.632 -3.181 0.129
H 1.267 -0.322 -4.510 0.408
H 1.263 1.923 -5.180 0.379
H 2.428 1.027 -6.173 0.374
H 4.284 2.044 -6.566 0.354
H 4.936 3.244 -5.429 0.234
H 3.505 3.634 -6.403 0.309
C -1.219 -6.026 0.497 0.271
O -0.678 -6.056 -0.803 -0.350
C -1.583 -5.719 -1.836 -0.217
C -0.958 -4.791 -2.858 -0.455
O -0.718 -3.481 -2.381 -0.408
C 0.436 -3.257 -1.585 -0.294
C 1.720 -3.129 -2.372 0.182
O 2.130 -4.360 -2.941 -0.399
C 2.616 -4.259 -4.259 -0.687
H -1.790 -6.934 0.723 0.350
H -0.388 -5.954 1.197 0.305
H -1.874 -5.159 0.639 -0.149
H -2.480 -5.244 -1.422 0.056
H -1.897 -6.631 -2.362 0.387
H -1.701 -4.668 -3.651 0.386
H -0.063 -5.243 -3.289 0.193
H 0.535 -4.003 -0.794 0.185
H 0.263 -2.284 -1.118 0.293
H 2.494 -2.774 -1.678 0.141
H 1.607 -2.369 -3.150 -0.162
H 2.014 -3.568 -4.858 0.297
H 2.568 -5.253 -4.703 0.292
H 3.654 -3.908 -4.287 0.280
```

The calculation puts the total energy at -3100.47943 hartree. The calculation puts the highest occupied orbital energy at -0.190 hartree. Its charge is -1.

***

(2)
DFT (ωB97M-V with the def2-TZVPD basis set) results for a molecular structure, C23H38BF3HgN2O13S.

```
82
Properties=species:S:1:pos:R:3:mulliken_charge:R:1
Hg -0.721 -0.465 0.385 3.200
O 0.857 8.097 1.731 -0.533
C 1.359 7.048 1.468 0.534
O 0.789 5.966 0.753 -0.488
B 1.782 4.837 0.641 0.997
O 2.976 5.366 1.269 -0.494
C 2.794 6.581 1.782 0.673
O 3.703 7.186 2.341 -0.602
O 1.894 4.394 -0.738 -0.516
C 1.344 3.206 -0.964 0.468
O 1.276 2.564 -2.027 -0.616
C 0.852 2.729 0.365 -0.125
O 1.256 3.599 1.315 -0.607
O 0.217 1.690 0.524 -0.896
C -3.806 -1.091 3.628 0.578
F -2.756 -1.154 4.405 -0.194
F -4.476 -2.252 3.676 -0.206
F -4.557 -0.092 4.019 -0.183
S -3.277 -0.732 1.769 1.143
O -4.516 -0.551 1.040 -0.594
O -2.460 0.471 1.755 -0.634
O -2.358 -1.729 1.227 -0.713
C -1.868 0.794 -3.962 -1.542
C -2.440 0.280 -2.607 1.358
C -3.902 -0.121 -2.730 -1.479
C -4.149 -1.387 -3.554 -0.455
C -3.366 -2.491 -2.912 -1.143
C -1.800 -2.196 -2.699 1.143
N -1.616 -0.820 -2.081 0.865
O -0.295 -0.426 -1.839 0.189
C -1.285 -3.194 -1.692 -1.810
C -1.052 -2.390 -4.021 -1.503
C -2.454 1.424 -1.497 -2.462
H -0.784 0.892 -3.905 0.308
H -2.164 1.786 -4.303 0.432
H -2.065 0.146 -4.816 0.323
H -4.355 -0.072 -1.740 0.434
H -4.384 0.732 -3.206 0.381
H -3.908 -1.276 -4.611 0.349
H -5.211 -1.566 -3.386 0.413
H -3.421 -3.452 -3.423 0.461
H -3.832 -2.655 -1.940 0.329
H -1.171 -4.237 -1.989 0.436
H -0.277 -2.915 -1.386 0.140
H -1.943 -3.150 -0.824 0.393
H -1.446 -1.645 -4.712 0.310
H 0.014 -2.164 -3.992 0.232
H -1.146 -3.370 -4.489 0.472
H -2.913 1.067 -0.576 0.602
H -3.023 2.328 -1.716 0.539
H -1.477 1.851 -1.270 0.088
H -0.011 -0.127 -2.705 0.059
C 2.868 -0.793 -0.768 -1.565
C 3.040 -1.345 0.641 0.996
C 4.129 -0.465 1.441 -1.535
C 3.702 0.881 1.984 -0.212
C 2.471 0.646 2.847 -1.446
C 1.666 -0.686 2.749 2.126
N 1.683 -1.215 1.324 1.046
O 0.758 -2.330 1.048 -0.417
C 2.129 -1.744 3.822 -1.597
C 0.264 -0.208 3.168 -2.955
C 3.571 -2.766 0.661 -2.044
H 3.783 -0.811 -1.361 0.495
H 2.507 0.235 -0.783 0.182
H 2.248 -1.501 -1.318 0.306
H 4.490 -1.075 2.269 0.408
H 4.988 -0.329 0.784 0.619
H 3.445 1.360 1.039 -0.067
H 4.424 1.569 2.423 0.431
H 1.944 1.596 2.932 0.391
H 2.724 0.696 3.906 0.564
H 2.148 -1.438 4.868 0.440
H 1.630 -2.706 3.704 0.338
H 3.154 -2.023 3.579 0.371
H 0.176 -0.113 4.250 0.647
H -0.053 0.764 2.791 0.363
H -0.509 -0.941 2.936 0.560
H 4.469 -2.703 0.048 0.460
H 2.960 -3.498 0.133 0.417
H 3.665 -3.248 1.634 0.347
H 1.101 -3.122 1.468 0.273
```

The calculation puts the total energy at -2862.90533 hartree. The calculation puts the highest occupied orbital energy at -0.351 hartree.

***

(3)
DFT (ωB97M-V with the def2-TZVPD basis set) results for a single C20H26N4O2 molecule.

```
52
Properties=species:S:1:pos:R:3:nbo_charge:R:1
C -6.514 -1.114 0.582 -0.643
H -6.046 -2.054 0.868 0.210
H -6.429 -0.421 1.414 0.202
H -7.569 -1.301 0.398 0.213
C -5.859 -0.554 -0.691 -0.029
N -4.427 -0.305 -0.588 -0.461
C -4.092 0.785 0.311 -0.216
C -4.747 2.081 -0.157 -0.401
C -6.256 1.908 -0.253 -0.400
C -6.556 0.726 -1.167 -0.401
H -6.192 0.959 -2.169 0.206
H -7.631 0.550 -1.227 0.205
H -6.675 1.735 0.740 0.193
H -6.717 2.814 -0.653 0.209
H -4.352 2.337 -1.142 0.200
H -4.490 2.885 0.535 0.208
H -3.010 0.921 0.301 0.199
H -4.389 0.571 1.352 0.162
C -3.639 -1.501 -0.367 -0.219
H -3.537 -1.755 0.701 0.175
C -2.231 -1.376 -0.980 -0.243
N -1.226 -1.010 -0.010 -0.633
C -0.223 -1.823 0.341 0.664
O -0.019 -2.927 -0.114 -0.620
C 0.689 -1.213 1.432 -0.312
N 1.421 -0.053 0.968 -0.183
N 2.665 -0.284 0.613 -0.175
C 3.430 0.683 0.186 0.104
C 2.937 2.020 0.139 -0.163
C 1.660 2.261 0.518 -0.252
C 0.799 1.187 0.939 0.591
O -0.381 1.300 1.260 -0.666
H 1.232 3.252 0.521 0.237
H 3.586 2.827 -0.163 0.226
C 4.800 0.326 -0.195 0.007
C 5.377 -0.833 0.324 -0.200
C 6.667 -1.187 -0.017 -0.202
C 7.401 -0.392 -0.884 -0.203
C 6.832 0.753 -1.414 -0.206
C 5.541 1.113 -1.074 -0.223
H 5.105 1.997 -1.516 0.208
H 7.395 1.369 -2.099 0.215
H 8.410 -0.668 -1.150 0.215
H 7.104 -2.085 0.393 0.217
H 4.796 -1.444 0.997 0.231
H 0.071 -0.914 2.283 0.235
H 1.418 -1.969 1.723 0.248
H -1.299 -0.108 0.455 0.432
H -1.917 -2.335 -1.397 0.235
H -2.264 -0.628 -1.778 0.206
H -4.150 -2.330 -0.860 0.203
H -5.980 -1.308 -1.480 0.194
```

The calculation puts the total energy at -1147.23105 hartree. The calculation puts the highest occupied orbital energy at -0.305 hartree. Its SMILES is C[C@H]1CCCCN1CCNC(=O)Cn1nc(-c2ccccc2)ccc1=O.

***

Per-record energy relative to the best compared isomer or geometry (same formula, charge and spin), eV: 0.000, 2.178, 1.984